(1)
Entry from the Open Molecules 2025 dataset: a molecular structure, C3H6F3FeO in a non-equilibrium geometry (wB97M-V/def2-TZVPD).

Last column: Löwdin spin population.
Atoms and positions in Å:
H -1.91206 1.29098 -1.22114  0.000
C -1.56977 0.37519 -0.70727  0.002
F -0.85294 -2.43481 -0.36855  0.242
F -2.45921 0.31102 0.32080  0.002
F -1.84118 -0.59832 -1.61589  0.005
Fe 0.69527 -3.63260 -0.94626  4.741
C 1.37356 0.41024 1.47737  0.001
O 0.40649 1.13190 0.75486  0.001
C 0.12489 0.68420 -0.54396  0.002
H 1.54923 0.94954 2.41600  0.000
H 1.00658 -0.59323 1.74529  0.001
H 2.32593 0.38709 0.92127  0.000
H 0.16205 1.54326 -1.23030  0.000
H 0.99117 0.17553 -1.00221  0.002

Values from the calculation:
charge = 0
<S²> = 8.75
multiplicity = 6
HOMO-LUMO gap (alpha / beta) = 8.51 / 8.05 eV
DFT total energy = -1756.28308 Eh


(2)
Entry from the Open Molecules 2025 dataset: 2 unconnected molecules or ions with the total composition C13H30NO9PS2 in a non-equilibrium geometry (wB97M-V/def2-TZVPD).

Last column: Mulliken charge in e.
Atoms and positions in Å:
C -0.26187 -3.02788 3.32344  -1.007
C -1.79192 -3.39262 3.15755  -0.302
C -2.29652 -3.23010 1.67366  -1.056
C -3.33822 -2.04791 1.49732  -0.401
N -2.72570 -0.85707 2.16089  0.186
C -3.34422 0.36992 1.72509  0.548
O -2.88139 1.58908 2.23276  -0.394
C -1.45256 1.63279 2.35941  -0.832
C -0.65230 1.30535 1.04874  0.030
C 0.73962 2.08709 1.15754  -0.445
C 1.94393 1.14414 0.78298  -1.140
O -3.59347 0.58957 0.31376  -0.412
S -5.17340 0.29753 -0.13303  1.096
O -5.46911 -1.01089 -0.75630  -0.568
O -5.47331 1.45050 -0.99287  -0.571
O -5.91489 0.17804 1.34649  -0.327
C -4.84110 0.33923 2.31846  -0.222
S -5.08561 -0.47450 3.97731  -0.237
H 0.17680 -2.63444 2.37009  0.237
H 0.31130 -3.92372 3.66093  0.325
H -0.14394 -2.22210 4.08249  0.224
H -2.45891 -2.85674 3.86572  0.270
H -1.87373 -4.48505 3.39674  0.375
H -2.79281 -4.15180 1.28352  0.443
H -1.40570 -3.06783 1.01084  0.420
H -3.43658 -1.91175 0.39346  0.200
H -4.27840 -2.37381 1.98832  0.316
H -1.74048 -0.91556 1.90314  -0.028
H -1.07660 1.01594 3.21498  0.215
H -1.20394 2.69087 2.62470  0.528
H -1.20244 1.66866 0.14730  0.217
H -0.36374 0.22821 0.95463  0.134
H 0.89366 2.49283 2.18976  0.315
H 0.65003 2.95811 0.46633  0.333
H 1.59651 0.40918 0.02051  0.325
H 2.28489 0.59869 1.69974  0.283
H 2.81392 1.73088 0.41566  0.329
H -4.98349 1.41239 2.61240  0.423
H -6.16458 -1.30765 3.74315  0.169
C 6.80943 1.47453 -3.42878  -0.608
O 5.59708 2.07760 -2.99958  -0.453
P 4.15897 1.14806 -3.11845  1.228
O 4.84361 -0.12187 -2.62608  -0.609
O 4.17115 1.26328 -4.76454  -0.363
C 4.21240 2.56078 -5.36443  -0.708
O 2.63339 0.37589 -3.11589  -0.316
C 2.43317 -0.72541 -3.98619  -0.597
H 7.52410 2.27689 -3.62171  0.247
H 7.20825 0.83550 -2.64150  0.232
H 6.66999 0.89876 -4.34508  0.318
H 5.20944 2.73996 -5.77048  0.231
H 3.97357 3.35146 -4.65189  0.344
H 3.49396 2.59260 -6.18519  0.275
H 3.18515 -1.49804 -3.82204  0.315
H 2.43853 -0.40772 -5.02947  0.230
H 1.44808 -1.13986 -3.76632  0.235

Values from the calculation:
structure (SMILES) = CCCCN[C@@]1(OCCCC)OS(=O)(=O)O[C@H]1S.COP(=O)(OC)OC
charge = 0
HOMO-LUMO gap = 6.59 eV
DFT total energy = -2382.76768 Eh


(3)
Entry from the Open Molecules 2025 dataset: a molecular structure, C31H28CdO7SSi (wB97M-V/def2-TZVPD).

Last column: Mulliken charge in e.
Atoms and positions in Å:
Cd 1.96735 1.59077 0.37619  1.208
O 5.99722 2.42454 -0.13966  -0.692
C 4.81539 2.73410 -0.32278  0.312
O 3.88871 1.94812 -0.69751  -0.824
C 4.47758 4.22913 -0.18976  0.327
C 5.42832 5.08474 -0.74883  -0.513
C 5.29456 6.46264 -0.74140  -0.495
C 4.17861 7.01794 -0.12266  -0.398
C 3.23433 6.19098 0.45496  -0.654
C 3.33901 4.78838 0.43296  0.486
S 2.02759 3.93656 1.25749  -0.536
H 6.30309 4.61904 -1.18486  0.375
H 6.05016 7.09150 -1.19926  0.334
H 4.04215 8.09419 -0.08706  0.310
H 2.36731 6.62045 0.94290  0.357
C -4.37978 0.98395 0.47308  -1.762
C -2.99370 1.62916 0.51157  2.078
C -2.99019 2.89951 -0.34204  -1.938
C -2.68110 2.01013 1.96430  -1.797
Si -1.53527 0.51565 -0.05548  -0.931
O -0.17860 1.24280 0.27384  0.025
C -1.71616 -1.12949 0.88192  0.593
C -0.98093 -1.30995 2.05544  -0.046
C -1.05147 -2.49435 2.77891  -0.660
C -1.86293 -3.53066 2.34155  -0.485
C -2.59854 -3.37659 1.17222  -0.869
C -2.51981 -2.19007 0.45571  0.129
C -1.69933 0.07746 -1.90383  0.622
C -2.88754 -0.24654 -2.56604  0.036
C -2.90740 -0.58606 -3.91363  -0.834
C -1.72370 -0.61284 -4.63762  -0.390
C -0.52974 -0.30112 -4.00201  -0.754
C -0.52029 0.03952 -2.65514  -0.393
H -5.11746 1.64918 0.94393  0.534
H -4.39828 0.03354 1.01373  0.272
H -4.72295 0.80209 -0.54739  0.307
H -3.74152 3.61322 0.02444  0.502
H -3.21922 2.67845 -1.38869  0.313
H -2.01210 3.38361 -0.30516  0.300
H -3.44293 2.70452 2.34562  0.511
H -1.70352 2.48859 2.03708  0.248
H -2.67622 1.12971 2.61412  0.317
H -0.30503 -0.52543 2.37914  0.250
H -0.44688 -2.61349 3.67057  0.397
H -1.90744 -4.46144 2.89654  0.391
H -3.22189 -4.18788 0.81111  0.389
H -3.08190 -2.10013 -0.46841  0.244
H -3.82771 -0.23861 -2.02716  0.078
H -3.84738 -0.83083 -4.39692  0.367
H -1.73169 -0.87911 -5.68881  0.336
H 0.40355 -0.32645 -4.55244  0.417
H 0.42025 0.25728 -2.16532  0.459
O 2.37931 -0.47266 1.55428  -1.006
C 2.08658 -1.13884 0.52608  0.921
O 1.91964 -0.65324 -0.61226  -0.758
C 1.86315 -2.62767 0.69061  0.021
C 2.33981 -3.29195 1.81310  -0.365
C 2.05477 -4.64045 2.04332  -1.049
C 1.25466 -5.26180 1.11805  1.118
O 0.81288 -6.57641 1.09269  -0.535
C -0.24380 -6.53700 0.14363  -0.199
O 0.04095 -5.49476 -0.76458  -0.541
C 0.78200 -4.60276 -0.00228  1.005
C 1.07557 -3.29014 -0.25826  -1.208
H 2.91542 -2.71524 2.52468  0.437
H 2.41879 -5.16446 2.91723  0.411
H -1.18870 -6.32396 0.66396  0.219
H -0.29013 -7.48560 -0.38889  0.239
H 0.70453 -2.75348 -1.12081  0.436

Values from the calculation:
charge = -2
HOMO-LUMO gap = 6.05 eV
DFT total energy = -2580.44637 Eh


(4)
Entry from the Open Molecules 2025 dataset: a molecular structure, C3H4HgO3 in a non-equilibrium geometry (wB97M-V/def2-TZVPD).

Last column: Löwdin spin population.
Atoms and positions in Å:
C 2.04572 -0.19182 -0.60755  0.037
O 2.74222 0.79865 -0.43483  0.158
O -0.85162 1.43439 0.08673  0.115
O 1.11048 -0.27909 0.54516  0.088
C -1.10117 0.23697 -0.19457  0.003
C -0.13698 -0.83752 0.26144  0.003
H -1.50390 0.04427 -1.21259  0.003
H -0.05695 -1.59996 -0.53694  0.001
H -0.54590 -1.33144 1.15781  -0.001
Hg 1.25614 2.02746 0.79875  0.573
H -2.95803 -0.30194 0.13658  0.019

Values from the calculation:
charge = -1
<S²> = 0.76
multiplicity = 2
HOMO-LUMO gap (alpha / beta) = 6.99 / 5.10 eV
DFT total energy = -495.69716 Eh


(5)
Entry from the Open Molecules 2025 dataset: 2 unconnected molecules or ions with the total composition CH4N4S in a non-equilibrium geometry (wB97M-V/def2-TZVPD).

Last column: Mulliken charge in e.
Atoms and positions in Å:
N -2.62249 -1.21136 -1.58192  -0.172
N -2.56606 -0.56341 -0.65311  0.254
S -2.46532 0.31122 0.60104  -0.088
C 1.22916 0.45043 -0.80025  -0.380
N 0.82955 -0.38691 -0.04416  -0.103
N 1.10292 -0.28850 1.27904  -0.452
H 1.79271 1.33321 -0.46951  0.231
H 0.80902 0.46370 -1.78736  0.250
H 0.55315 -0.79331 1.95763  0.243
H 1.33735 0.68494 1.49861  0.217

Values from the calculation:
structure (SMILES) = N#[N+][S-].C=NN
charge = 0
HOMO-LUMO gap = 9.74 eV
DFT total energy = -657.62178 Eh


(6)
Entry from the Open Molecules 2025 dataset: 2 unconnected molecules or ions with the total composition C5H10BrNO in a non-equilibrium geometry (wB97M-V/def2-TZVPD).

Last column: Mulliken charge in e.
Atoms and positions in Å:
C -0.38851 -0.10451 -1.41686  0.579
C 1.83057 -0.98977 1.30524  -1.275
C 0.27123 0.77591 2.22391  -1.366
C -2.62918 -0.27620 -2.10668  -0.706
C 1.16603 0.29814 1.14216  0.623
N 0.22338 0.53180 -2.33353  -0.671
O -1.54701 -0.56086 -1.20823  -0.317
Br 2.20817 1.56984 0.23436  -0.158
H 1.37886 -1.70030 2.04273  0.326
H 2.89953 -0.83999 1.60886  0.334
H 1.92957 -1.55358 0.44248  0.385
H 0.81766 1.29336 2.93749  0.385
H -0.19174 -0.08597 2.52065  0.388
H -0.44146 1.47469 1.80825  0.355
H -3.63009 -0.50259 -1.62269  0.217
H -2.57127 -0.97047 -2.91358  0.298
H -2.44955 0.69619 -2.54619  0.340
H 1.12381 0.94430 -2.11836  0.263

Values from the calculation:
charge = 0
HOMO-LUMO gap (alpha / beta) = 8.06 / 7.98 eV
DFT total energy = -2900.35408 Eh


Computed molecular weight (g mol⁻¹) in order:
170.9, 439.5, 685.1, 288.7, 104.1, 180.0
Computed energy above the lowest of the compared OMol25 structures with the same formula, charge and spin (kJ/mol) in order:
138.2, 283.3, 26.5, 439.7, 141.5, 424.1